Molecular formula: C3H9NO2P2
Method: DFT, ωB97M-V/def2-TZVPD

The geometry in XYZ format:
```
17
Properties=species:S:1:pos:R:3:forces:R:3:mulliken_charge:R:1
C -0.967163 0.329062 -0.892137 1.8 0.6 -1.1 -0.570
C 1.146536 2.269493 0.037258 1.0 -0.5 -1.8 -0.866
C 0.294586 -2.553974 -0.474957 0.6 2.9 2.6 -1.015
N 0.093136 -0.179221 1.273662 -1.1 1.1 -2.6 -0.361
O -1.271530 2.261223 1.239458 0.6 -0.7 -0.4 -0.700
O -2.128961 -1.685962 0.635878 -0.4 -0.2 -0.1 -0.680
P -0.330243 1.356234 0.530054 -0.9 0.0 0.9 0.652
P -0.865811 -1.137168 0.145383 2.9 -1.4 0.8 0.644
H -1.967998 0.443273 -1.256793 -0.7 0.5 0.3 0.385
H -0.304118 0.477672 -1.813007 -0.6 -0.7 1.4 0.312
H 1.690224 2.583748 0.898376 0.1 0.2 1.0 0.326
H 1.885793 1.580998 -0.494811 -1.1 1.0 0.3 0.291
H 0.934907 3.224460 -0.547107 0.0 -1.5 0.6 0.289
H 0.465911 -3.207892 0.354899 -0.3 -0.3 1.0 0.328
H -0.267501 -3.097200 -1.118082 -1.5 -1.5 -2.5 0.360
H 1.318588 -2.332508 -0.765456 -0.3 0.6 -0.6 0.330
H 0.273642 -0.332237 2.247382 -0.1 -0.1 0.3 0.276
```
Positions in Å, forces in eV/Å.

Calculated values
Orbital gap, eV: 10.7
E, Eh: -1007.73080
Energy above the lowest of the compared OMol25 structures with the same formula, charge and spin, kcal per mole: 0.0
Highest occupied orbital energy, hartree: -0.3718